This record from OMol25 describes a cluster of 2 separate species, C4H9O3 in total in a non-equilibrium geometry. The level of theory is the ωB97M-V functional and the def2-TZVPD basis.

Calculated values
Orbital gap = 6.0 eV
E_HOMO = -0.0849 Ha
LUMO level = 3.68 eV
Net charge = -1

The geometry in XYZ format:
```
16
Properties=species:S:1:pos:R:3:forces:R:3:mulliken_charge:R:1
O 2.03230 0.04410 1.03744 0.0 0.2 -0.2 -0.743
C 0.87377 0.49961 1.28534 0.8 -0.3 -0.2 -0.304
C -0.16718 0.74935 0.42973 -1.0 -0.1 0.6 -0.288
C -1.59634 0.93470 0.92576 0.2 0.7 -0.2 -0.517
C -2.57087 0.24915 -0.02090 -0.5 0.3 -0.2 -0.599
O -2.84420 1.02727 -1.20485 -0.9 -0.5 0.5 -0.541
H 0.70716 0.75648 2.36390 -0.5 -0.1 -0.1 0.253
H -2.02007 1.38445 -1.47927 1.2 0.5 -0.4 0.324
H -0.10632 0.60871 -0.64754 0.4 -0.2 0.0 0.214
H -1.79336 0.58355 1.94584 0.4 -0.3 -0.1 0.339
H -1.85075 2.00822 0.97497 -0.4 -0.1 -0.1 0.221
H -2.15317 -0.70996 -0.31913 0.1 -0.2 0.0 0.352
H -3.56747 0.06656 0.39541 0.1 0.1 0.2 0.293
H 3.42110 -2.06147 -1.53388 0.1 -1.1 -0.1 0.364
H 3.48301 -3.60618 -1.97228 -1.4 -0.9 -0.1 0.297
O 3.97026 -2.83334 -1.79126 1.3 2.1 0.3 -0.666
```
Forces are in eV/Å.

This record from OMol25 describes a structure of composition C30H52O36S7 in a non-equilibrium geometry. The level of theory is the ωB97M-V functional and the def2-TZVPD basis.

Calculated values
Orbital gap (spin up / spin down) = 7.6 / 2.6 eV
E_HOMO (spin up / spin down) = -0.4502 / -0.4501 Ha
Multiplicity = 2
LUMO level (spin up / spin down) = -4.62 / -9.65 eV
Net charge = +1
<S²> = 0.756

The geometry in XYZ format:
```
125
Properties=species:S:1:pos:R:3:forces:R:3:mulliken_spin:R:1
O -4.30605 4.07944 0.91678 -0.2 -0.5 -0.4 0.780
C -4.13750 2.94816 1.37851 1.4 -0.2 1.3 -0.036
O -2.94316 2.50887 1.68393 -0.2 2.1 -1.0 0.066
C -2.98937 1.42909 2.59396 -2.8 -3.1 0.9 0.005
C -4.40136 0.81728 2.19642 1.1 0.0 0.5 0.008
C -5.25758 2.01315 1.88691 -0.2 0.7 -0.8 0.121
H -3.06792 1.69972 3.64690 0.5 0.8 -0.2 -0.002
H -2.17237 0.71498 2.49072 0.0 0.6 -0.5 0.008
H -4.90972 0.28738 3.00196 0.3 -0.4 -0.1 0.015
H -4.34050 0.27402 1.25341 0.2 -0.5 0.4 0.010
H -5.74914 2.52061 2.71695 0.1 0.0 0.1 -0.006
H -5.98160 1.77345 1.10817 -0.1 0.5 0.0 -0.003
O -2.90739 -0.71025 8.36160 1.9 -0.3 -1.7 0.000
C -2.09941 -1.00109 7.50005 -2.2 0.8 0.3 0.000
O -2.02515 -0.24151 6.29316 -2.3 0.1 2.4 0.000
C -1.02167 -0.71856 5.48976 1.5 -1.3 -0.1 0.000
C -0.98487 -2.22202 5.82137 0.2 -0.1 0.7 0.000
C -1.22972 -2.23104 7.37541 0.4 0.3 -1.4 0.000
H -0.17412 -0.11014 5.80534 0.8 -0.5 -0.7 0.000
H -1.22389 -0.63992 4.42157 -0.1 0.6 0.0 0.000
H -0.12784 -2.77438 5.43603 0.1 0.2 0.3 0.000
H -1.85163 -2.63756 5.30741 -0.1 -0.2 0.1 0.000
H -0.29604 -2.12316 7.92740 0.1 0.2 0.0 0.000
H -1.73128 -3.10302 7.79517 -0.1 0.1 -0.2 0.000
O -0.42364 2.55976 4.05843 2.4 2.1 1.2 0.001
C 0.70851 3.11008 4.21847 -4.7 -1.6 -1.6 0.000
O 1.72575 2.48491 3.82687 3.8 -2.8 -1.6 0.000
C 2.94310 3.29162 3.78978 0.2 -1.0 -0.2 0.000
C 2.59398 4.48304 4.60545 1.3 0.1 1.4 0.000
C 1.11739 4.46616 4.55845 -2.4 1.5 0.5 0.000
H 3.20670 3.58544 2.77376 -0.4 -0.4 -0.2 0.000
H 3.74696 2.67689 4.19477 -0.1 0.0 -0.1 0.000
H 3.14872 5.33561 4.21367 -0.5 0.3 0.2 0.000
H 2.91684 4.29910 5.63016 0.1 0.2 0.1 0.000
H 0.73474 5.03246 3.70935 -0.2 0.5 0.2 0.000
H 0.51959 4.64278 5.45262 0.4 1.0 0.1 0.000
O -0.83384 -0.40432 -1.68379 1.0 0.5 1.6 0.000
C -0.15580 -0.08562 -0.71220 -1.2 -1.0 -1.1 0.001
O -0.67708 -0.00207 0.53873 -1.0 -0.5 -2.2 0.001
C 0.32067 0.37388 1.41996 1.3 0.6 2.5 0.002
C 1.54543 0.94697 0.63377 -1.9 -0.6 0.7 0.000
C 1.32237 0.18763 -0.64170 -0.1 0.3 -1.5 0.000
H 0.65360 -0.48378 2.00449 0.0 -0.4 -0.1 0.000
H -0.20123 0.99835 2.14505 0.7 0.6 0.0 0.000
H 2.46196 0.70232 1.17061 0.0 0.5 -0.3 0.000
H 1.33558 1.98977 0.39581 0.7 0.0 0.5 0.000
H 1.83662 -0.76712 -0.75174 0.1 0.1 0.2 0.000
H 1.52112 0.80848 -1.51528 0.4 -0.2 -0.1 0.000
C -1.74413 -1.98589 -4.70778 -1.7 -0.9 -2.4 0.000
C -3.19377 -1.98039 -5.14150 -2.7 -0.4 -0.3 0.000
O -3.26742 -1.28209 -6.41589 1.9 1.1 -0.4 0.000
S -1.92492 -0.31711 -6.66566 -1.4 -1.7 -0.3 0.000
O -2.32777 1.07374 -6.56557 1.2 -2.0 -0.4 0.000
O -1.17670 -0.87889 -7.81753 -1.7 1.7 3.4 0.000
O -1.34178 -0.73373 -5.18333 1.9 2.2 -0.7 0.000
H -1.45835 -2.73062 -5.45063 1.5 -0.5 0.7 0.000
H -1.49797 -2.17991 -3.66382 0.0 0.3 -0.3 0.000
H -3.97973 -1.57136 -4.50664 0.5 0.6 0.4 0.000
H -3.62276 -2.94191 -5.42353 0.6 -0.4 0.4 0.000
C -0.01047 -6.19098 0.77970 2.0 -0.2 -0.3 0.000
C -1.10188 -5.30160 0.32637 -1.3 -0.8 -2.3 0.000
O -1.47785 -4.44177 1.37581 -0.1 1.2 1.9 0.000
S -0.35768 -4.37183 2.61254 0.6 -2.4 1.4 0.000
O -0.91512 -5.17747 3.78794 1.8 3.7 -3.9 0.000
O 0.37163 -3.05464 2.79742 -3.0 -4.4 -0.9 0.000
O 0.59455 -5.39962 1.74638 1.5 2.0 3.5 0.000
H 0.85519 -6.32347 0.13071 -0.5 0.1 -0.9 0.000
H -0.21134 -7.21800 1.08462 -0.8 0.3 0.6 0.000
H -1.87814 -5.98589 -0.01609 -0.9 0.4 0.6 0.000
H -0.92820 -4.70175 -0.56700 0.7 0.2 0.2 0.000
C -4.13173 -2.56780 -0.05973 0.1 1.1 -0.3 0.000
C -3.94169 -1.51828 -1.22783 1.7 -0.1 2.1 0.000
O -5.08440 -1.58093 -2.00424 -1.6 -1.0 -0.5 0.000
S -5.50128 -3.14963 -2.14084 -2.5 -0.4 0.7 0.000
O -4.63961 -3.69903 -3.14220 -0.3 -0.1 0.8 0.000
O -6.96220 -3.33169 -2.23874 4.0 0.7 0.5 0.000
O -4.98483 -3.55223 -0.57524 -1.3 -0.4 -2.5 0.000
H -4.64683 -2.07866 0.76703 -0.2 0.0 0.1 0.000
H -3.24382 -3.04827 0.35119 0.2 0.2 -0.4 0.000
H -3.01477 -1.69807 -1.77243 -0.2 0.0 -0.2 0.000
H -3.89088 -0.52313 -0.78602 0.1 0.0 -0.2 0.000
C 0.95643 2.03868 -4.28289 -0.3 -0.1 -0.4 0.000
C -0.01982 3.21525 -4.57556 -0.5 -1.1 1.2 0.000
O 0.78389 4.28539 -4.93660 2.0 1.8 -1.2 0.000
S 2.37749 3.92057 -5.07123 1.5 1.1 -2.1 0.000
O 3.26605 4.92826 -4.46223 -2.7 -2.5 -1.1 0.000
O 2.66939 3.52972 -6.48479 -1.1 0.6 4.1 0.000
O 2.18699 2.67850 -4.06979 2.1 1.0 0.0 0.000
H 1.15786 1.36568 -5.11631 -0.8 -0.2 0.0 0.000
H 0.77392 1.52598 -3.33848 -0.5 -0.1 -0.4 0.000
H -0.47587 3.53305 -3.63794 -0.3 -0.3 0.1 0.000
H -0.81536 3.02938 -5.29713 0.4 -0.2 -0.2 0.000
C 2.34818 -2.29218 -4.71821 1.5 0.8 1.4 0.000
C 2.83720 -2.11688 -3.29825 -0.7 0.3 1.4 0.000
O 3.85619 -3.05016 -3.09546 2.9 -1.3 -1.1 0.000
S 4.75302 -3.34922 -4.51667 -2.8 -2.6 -1.3 0.000
O 4.59447 -4.76822 -4.92507 -0.1 3.4 1.6 0.000
O 6.09011 -2.85113 -4.60700 -1.4 0.7 0.7 0.000
O 3.66257 -2.42231 -5.37415 0.1 -0.7 -0.2 0.000
H 1.88235 -1.34638 -4.99489 0.2 -0.3 -0.7 0.000
H 1.63436 -3.11593 -4.71979 0.5 -0.4 -0.9 0.000
H 2.13507 -2.38041 -2.50726 -0.5 -0.1 -0.3 0.000
H 3.14711 -1.10856 -3.02378 0.4 0.2 -0.5 0.000
C 7.53192 -2.02124 0.60278 0.4 -0.1 0.0 0.000
C 7.63001 -1.21983 -0.71079 -1.0 -1.3 0.0 0.000
O 6.19262 -1.12300 -1.09628 -0.7 1.1 1.1 0.000
S 5.29589 -0.72101 0.24801 3.6 -0.2 1.0 0.000
O 3.96647 -1.24769 0.27723 1.0 -0.2 -0.6 0.000
O 5.48116 0.67477 0.60448 -0.2 -1.9 -0.7 0.000
O 6.32385 -1.67646 1.22905 -2.9 2.0 -0.3 0.000
H 8.32665 -1.80468 1.31665 0.1 0.1 -0.2 0.000
H 7.44335 -3.10024 0.47621 0.5 0.0 -0.5 0.000
H 8.08339 -1.82813 -1.49342 -0.2 0.1 0.0 0.000
H 8.17788 -0.27853 -0.66713 -0.7 0.2 0.2 0.000
C -1.82538 5.71112 -0.30729 -0.3 0.3 0.3 0.009
C -1.19303 5.54533 1.05983 -1.2 -0.2 1.3 0.004
O -0.06271 4.72415 0.90038 0.9 -1.5 -1.0 0.001
S 0.26696 4.38210 -0.65519 2.2 2.5 -0.6 0.002
O -0.24786 3.08737 -1.05303 0.3 1.6 0.6 -0.002
O 1.68145 4.75097 -0.91444 -4.3 -1.2 0.6 0.002
O -0.77047 5.65161 -1.17449 3.2 -1.7 -1.5 0.012
H -2.35512 6.64922 -0.47295 0.0 -0.1 0.2 0.001
H -2.45807 4.85631 -0.54625 -0.6 -0.1 0.3 0.004
H -1.94960 5.01222 1.63558 0.2 -0.1 0.5 -0.001
H -0.84320 6.38331 1.66273 -0.3 0.5 -0.6 0.000
```
Forces are in eV/Å.

This record from OMol25 describes a structure of composition C32H43BCoN7OS4. The level of theory is the ωB97M-V functional and the def2-TZVPD basis.

Calculated values
Orbital gap (spin up / spin down) = 7.0 / 7.3 eV
E_HOMO (spin up / spin down) = -0.3760 / -0.3754 Ha
Multiplicity = 2
LUMO level (spin up / spin down) = -3.22 / -2.90 eV
Net charge = +1
<S²> = 0.794

The geometry in XYZ format:
```
89
Properties=species:S:1:pos:R:3:forces:R:3:mulliken_spin:R:1
Co 0.28949 0.15966 -0.04029 -0.1 -0.6 0.4 1.084
C -3.18438 -3.10490 -2.02896 0.0 0.0 0.0 -0.002
C -3.27973 -2.26938 -0.79451 -0.1 0.0 0.0 -0.002
C -4.43338 -2.13134 -0.08816 0.0 0.0 0.0 -0.002
C -4.48350 -1.28230 1.04714 0.0 0.0 0.0 -0.001
N -3.39556 -0.73244 1.50427 0.0 0.0 0.0 -0.004
N -2.24591 -0.87748 0.82602 -0.1 0.0 0.0 -0.014
B -1.07428 -0.10724 1.52659 -0.1 0.0 -0.1 -0.118
N -0.58324 -0.93511 2.76973 0.4 -0.1 -0.2 0.003
N -1.31914 -1.03700 3.88802 -0.1 0.0 0.0 0.000
C -0.92963 -1.87350 4.81562 0.0 0.0 0.0 -0.002
C 0.25537 -2.64127 4.67116 0.1 0.0 -0.1 0.000
C 0.98847 -2.57145 3.53129 0.0 0.0 0.1 0.010
C 2.21974 -3.37983 3.28768 0.0 0.0 0.0 0.007
C 0.50136 -1.69003 2.53060 -0.1 0.1 -0.2 -0.004
S 1.21103 -1.62492 0.99183 0.0 0.1 0.1 0.000
C -1.81900 -2.01132 6.04946 0.0 0.0 0.0 0.001
C -3.24087 -2.34587 5.58879 0.0 0.1 0.0 0.000
C -1.82405 -0.68568 6.81351 0.0 0.0 0.0 0.000
C -1.32808 -3.11461 6.98837 0.0 0.0 0.0 0.000
N -1.58019 1.32614 1.89132 0.0 0.2 -0.1 0.022
N -1.75491 1.70159 3.15485 0.0 0.0 0.0 -0.001
C -2.31409 2.86237 3.39077 0.0 0.0 0.0 -0.002
C -2.78287 3.67794 2.33500 0.0 0.0 0.0 -0.002
C -2.57607 3.31352 1.03819 0.0 0.1 0.1 -0.001
C -3.00244 4.13860 -0.13135 0.0 0.0 0.0 0.002
C -1.87094 2.10589 0.83710 0.0 -0.2 0.0 0.013
S -1.36025 1.55468 -0.69738 0.2 0.1 0.2 0.035
C -2.49500 3.23896 4.85510 0.0 0.0 0.0 -0.001
C -2.77887 4.73402 5.02614 0.0 0.0 0.0 0.000
C -3.69789 2.43829 5.37674 0.0 0.0 0.0 0.000
C -1.21784 2.89704 5.62939 0.0 0.0 0.0 0.001
C -2.14524 -1.51910 -0.35579 0.0 0.0 0.0 0.015
S -0.77186 -1.36715 -1.34727 0.0 0.0 0.1 -0.061
C -5.77260 -0.89876 1.76545 0.0 0.0 0.0 0.000
C -6.96747 -1.70055 1.25123 0.0 0.0 0.0 0.000
C -6.01542 0.59630 1.50323 0.0 0.0 0.0 0.000
C -5.60966 -1.11926 3.27048 0.0 0.0 0.0 0.000
H -4.11417 -3.64210 -2.20275 0.0 0.0 0.0 0.000
H -2.36564 -3.82094 -1.94517 0.0 0.0 0.0 0.000
H -2.96887 -2.47738 -2.89567 0.0 0.0 0.0 0.001
H -5.32293 -2.65035 -0.41554 0.0 0.0 0.0 0.000
H 0.57101 -3.30298 5.46437 0.0 0.0 0.0 0.000
H 2.51132 -3.91928 4.18633 0.0 0.0 0.0 0.000
H 3.04244 -2.73818 2.96921 0.0 0.0 0.0 0.000
H 2.04902 -4.09985 2.48467 0.0 0.0 0.0 -0.001
H -3.63235 -1.54677 4.96385 0.0 -0.1 0.0 0.000
H -3.89360 -2.46430 6.45504 0.0 0.0 0.0 0.000
H -3.26245 -3.27465 5.01441 0.0 0.0 0.0 0.000
H -2.16355 0.11927 6.16989 0.0 0.1 0.0 0.000
H -0.82610 -0.43689 7.18117 0.0 0.0 0.0 0.000
H -2.49610 -0.75466 7.67070 0.0 0.0 0.0 0.000
H -1.31981 -4.09421 6.50556 0.0 0.0 0.0 0.000
H -2.00770 -3.17528 7.83849 0.0 0.0 0.0 0.000
H -0.33226 -2.90652 7.38397 0.0 0.0 0.0 0.000
H -3.28379 4.60972 2.55533 0.0 0.0 0.0 0.000
H -3.51517 5.04023 0.19637 0.0 0.0 0.0 0.000
H -3.66991 3.56610 -0.77830 0.0 0.0 0.0 0.000
H -2.13807 4.41935 -0.73535 0.0 0.0 0.0 -0.001
H -3.74646 5.02446 4.61396 0.0 0.0 0.0 0.000
H -2.00098 5.34667 4.56585 0.0 0.0 0.0 0.000
H -2.80084 4.97025 6.09030 0.0 0.0 0.0 0.000
H -4.61711 2.76302 4.88326 0.0 0.0 0.0 0.000
H -3.81832 2.58992 6.45061 0.0 0.0 0.0 0.000
H -3.57150 1.37372 5.18317 0.0 0.0 0.0 0.000
H -0.40336 3.55728 5.32399 0.0 0.0 0.0 0.000
H -0.90416 1.87151 5.45316 0.0 0.0 0.0 0.000
H -1.38589 3.03712 6.69815 0.0 0.0 0.0 0.000
H -7.14176 -1.54009 0.18576 0.0 0.0 0.0 0.000
H -7.86529 -1.37914 1.77941 0.0 0.0 0.0 0.000
H -6.84533 -2.77090 1.43018 0.0 0.0 0.0 0.000
H -6.13781 0.79528 0.43616 0.0 0.0 0.0 0.000
H -5.17700 1.18855 1.87435 0.0 0.0 0.0 0.000
H -6.92346 0.91835 2.01544 0.0 0.0 0.0 0.000
H -5.39535 -2.16467 3.49942 0.0 0.0 0.0 0.000
H -6.52795 -0.83649 3.78749 0.0 0.0 0.0 0.000
H -4.79328 -0.50541 3.65007 0.0 0.0 0.0 0.000
O 1.84555 0.15477 -1.20882 0.0 0.2 -0.1 0.053
N 2.86300 0.93784 -0.83609 0.0 0.0 0.1 -0.005
C 3.92550 0.98814 -1.66827 0.1 0.0 0.0 0.001
C 5.02152 1.74343 -1.36047 0.0 0.0 0.0 0.000
C 5.02720 2.46200 -0.16240 0.0 0.0 0.0 0.000
C 3.93359 2.40183 0.66551 0.1 0.0 0.0 -0.002
C 2.81691 1.63017 0.32206 -0.1 0.0 0.1 0.008
S 1.39613 1.55499 1.30470 0.0 0.2 -0.3 -0.034
H 3.81509 0.38841 -2.55834 0.0 0.0 0.0 0.000
H 5.85735 1.76805 -2.04287 0.0 0.0 0.0 0.000
H 5.88224 3.06479 0.11034 0.0 0.0 0.0 0.000
H 3.89860 2.94905 1.59643 0.0 0.0 0.0 0.001
```
Forces are in eV/Å.